61
Properties=species:S:1:pos:R:3:forces:R:3:mulliken_spin:R:1 method="wB97M-V/def2-TZVPD" relative_energy_kj_mol=103.9 lumo_energy_ev="2.43 / 1.75" homo_ev="-3.90 / -4.84" charge=-1 max_force_ev_per_a=2.54 multiplicity=2
Pt 0.3323 0.0555 -0.0136 -2.05 0.07 1.51 0.047
S -2.9480 -1.1762 0.2049 1.17 0.71 0.60 0.199
C -1.5301 -0.4656 0.4508 0.29 -0.24 -2.49 0.355
C -0.8542 3.3233 -0.3503 0.08 -0.26 0.00 0.014
C -0.8246 2.8295 -1.7996 0.36 -0.30 -0.05 0.039
C -2.2122 2.2547 -2.0859 0.24 -0.19 -0.02 -0.006
C -0.6109 4.0260 -2.7265 0.13 -0.20 0.07 0.009
Si 0.5746 1.4006 -1.9573 -0.70 -0.03 -0.08 0.193
C 2.3975 2.2143 -2.1123 -0.34 -0.29 0.16 0.007
C 2.6823 2.8650 -3.4671 -0.25 -0.16 0.07 0.018
C 2.5636 3.2777 -1.0279 -0.21 -0.06 0.05 0.020
C 3.4743 1.1544 -1.8585 -0.13 -0.13 0.03 0.043
C 0.2221 0.2602 -3.5806 0.00 0.21 0.43 0.018
C 1.4308 -0.6389 -3.8397 -0.02 0.23 0.15 0.029
C -0.9625 -0.6653 -3.2941 0.06 0.03 0.22 0.014
C -0.0825 1.0445 -4.8569 0.05 0.07 0.26 0.015
H -1.6566 4.0517 -0.2159 -0.14 0.15 -0.04 0.000
H 0.0808 3.7925 -0.0647 0.13 0.08 0.14 0.000
H -1.0317 2.4837 0.3250 0.02 0.12 0.04 0.000
H -2.9815 2.9967 -1.8610 -0.06 0.16 0.07 0.000
H -2.3955 1.3797 -1.4668 -0.11 -0.13 0.02 0.006
H -2.3249 1.9779 -3.1307 -0.08 -0.07 -0.14 0.000
H -1.4431 4.7272 -2.6297 -0.13 0.10 0.02 0.000
H -0.5543 3.7150 -3.7668 0.02 0.04 -0.21 -0.001
H 0.3003 4.5604 -2.4739 0.12 0.14 -0.06 0.000
H 1.9337 3.6112 -3.7164 -0.07 0.16 -0.14 -0.002
H 2.7069 2.1216 -4.2597 0.00 -0.05 -0.18 0.000
H 3.6582 3.3574 -3.4503 0.11 0.04 0.06 0.001
H 1.8855 4.1115 -1.1807 -0.10 0.17 0.04 0.000
H 3.5803 3.6769 -1.0400 0.14 -0.02 -0.03 0.002
H 2.3831 2.8562 -0.0425 -0.01 0.01 0.19 -0.003
H 3.5993 0.4959 -2.7129 0.03 -0.12 -0.08 0.003
H 3.2320 0.5447 -0.9915 0.07 -0.08 0.12 -0.023
H 4.4382 1.6324 -1.6674 0.08 0.09 0.01 0.002
H 1.7404 -1.1300 -2.9211 0.14 -0.17 0.14 -0.002
H 2.2698 -0.0686 -4.2278 0.18 0.02 -0.04 0.000
H 1.1847 -1.4065 -4.5787 -0.09 -0.10 -0.12 0.001
H -0.8259 -1.1784 -2.3423 -0.07 0.00 0.01 -0.004
H -1.0626 -1.4186 -4.0797 0.03 -0.08 -0.23 -0.003
H -1.8980 -0.1198 -3.2385 -0.18 0.03 0.07 0.004
H 0.7349 1.7086 -5.1213 0.09 0.15 -0.12 -0.001
H -0.9847 1.6389 -4.7440 -0.12 0.14 -0.06 0.001
H -0.2442 0.3600 -5.6939 0.00 -0.13 -0.11 0.001
B 4.1932 0.9536 2.5938 0.30 0.19 0.28 -0.001
C 2.8608 0.6558 1.8738 -1.01 -0.20 -0.61 0.044
N 1.8835 0.4631 1.2789 1.49 0.24 -0.11 -0.053
H 4.8704 1.5259 1.7750 0.18 0.11 -0.13 0.004
H 4.6903 -0.0885 2.9275 0.12 -0.21 0.10 0.001
H 3.9501 1.6721 3.5319 0.03 0.09 0.18 0.000
C -0.3719 -4.6580 -2.8539 -0.12 -0.11 -0.03 -0.001
N 0.6063 -3.9371 -2.0880 0.08 0.00 0.00 -0.001
C 1.9828 -4.0682 -2.4951 0.22 0.05 0.12 -0.001
C 0.2834 -3.1298 -1.0510 0.19 0.17 0.00 0.008
O 1.0863 -2.4256 -0.4629 -0.05 -0.57 0.01 0.004
H -0.1980 -5.7394 -2.7881 -0.05 0.08 -0.04 0.000
H -0.3216 -4.3612 -3.9085 -0.05 -0.03 0.10 0.000
H -1.3709 -4.4379 -2.4798 -0.01 0.00 0.00 0.001
H 2.3162 -5.1040 -2.3641 0.01 0.07 -0.07 0.000
H 2.5779 -3.4124 -1.8599 0.03 -0.08 -0.11 0.000
H 2.1131 -3.7763 -3.5406 -0.03 -0.01 0.02 0.000
H -0.7848 -3.1682 -0.7866 -0.01 0.11 -0.03 -0.001